1.
The following is a quantum chemistry calculation of 17 unconnected molecules or ions with the total composition C62H172N14O17S3, from OMol25.

As for the highest occupied orbital energy: -8.07 eV. Its energy above the lowest of the compared OMol25 structures with the same formula, charge and spin is 4.0252 eV. For the energy, the calculation gives -5705.113035 hartree. For the HOMO-LUMO gap, the calculation gives 0.312 Ha.

CARTESIAN COORDINATES (ANGSTROEM)
C1 13.93438 12.70976 12.68496
C2 13.70353 13.54350 11.41200
C3 12.19365 13.89850 11.18289
O1 11.50061 12.62778 10.92141
C4 10.15427 12.87044 10.56787
N1 14.50747 14.72464 11.39734
H1 13.24668 11.86864 12.77261
H2 13.88247 13.20074 13.65674
H3 14.87356 12.17234 12.55370
H4 13.98347 12.96404 10.53225
H5 12.09864 14.51142 10.28656
H6 11.67348 14.45504 11.96250
H7 9.57807 13.28790 11.39360
H8 9.67515 11.96164 10.20373
H9 10.00246 13.67858 9.85236
H10 14.36144 15.35132 12.17583
H11 14.34644 15.30280 10.58501
C5 16.00926 20.23065 18.37933
C6 17.23399 20.65248 17.54136
C7 17.37094 22.19838 17.29171
O2 16.07746 22.73804 16.80893
C8 15.61080 22.10326 15.61805
N2 18.44371 20.14252 18.15106
H12 15.16632 20.91888 18.31680
H13 16.19563 20.40714 19.43868
H14 15.75634 19.17041 18.37433
H15 17.09476 20.14552 16.58652
H16 18.19586 22.35640 16.59699
H17 17.64220 22.69196 18.22493
H18 14.88046 22.75316 15.13604
H19 15.14267 21.13784 15.81019
H20 16.39716 21.95404 14.87814
H21 18.82026 20.68261 18.91697
H22 19.12896 19.97892 17.42735
C9 25.04504 15.46574 8.09107
C10 24.72216 14.94982 9.47685
C11 23.19938 14.89774 9.86352
O3 22.67305 16.22704 9.92790
C12 21.35645 16.22374 10.36832
N3 25.25564 13.55516 9.48072
H23 24.67470 14.91936 7.22364
H24 26.11738 15.65128 8.02991
H25 24.58620 16.45419 8.06845
H26 25.28316 15.44726 10.26801
H27 23.05947 14.47354 10.85779
H28 22.73011 14.26978 9.10619
H29 21.13136 17.21346 10.76569
H30 21.24472 15.50194 11.17741
H31 20.59730 16.01938 9.61333
H32 25.03993 13.08608 8.61265
H33 26.26117 13.62826 9.42014
C13 18.99744 23.87002 13.45635
C14 18.37509 23.31450 12.10189
C15 17.01436 23.90822 11.85018
O4 16.06646 23.35688 12.81498
C16 15.49035 22.16066 12.32096
N4 19.22709 23.60880 10.97745
H34 18.23380 23.68310 14.21134
H35 19.15959 24.94782 13.44411
H36 19.91012 23.32938 13.70698
H37 18.26733 22.23244 12.02680
H38 16.80669 23.88668 10.78036
H39 17.01606 24.96298 12.12508
H40 16.10062 21.40288 11.82958
H41 14.74812 22.39336 11.55739
H42 14.91566 21.66836 13.10548
H43 18.73920 23.39900 10.11836
H44 20.08761 23.08004 10.98231
C17 25.73894 25.43806 16.67472
C18 24.83192 24.84276 15.48797
C19 23.60966 24.12320 16.08436
O5 23.92916 22.82980 16.43682
C20 22.82025 21.96046 16.69606
N5 24.26937 25.99260 14.73584
H45 26.03234 24.57622 17.27408
H46 25.07171 26.05034 17.28137
H47 26.51294 26.07522 16.24687
H48 25.35566 24.11808 14.86455
H49 22.85645 24.11528 15.29652
H50 23.11958 24.66884 16.89071
H51 22.10552 21.93866 15.87339
H52 22.22538 22.35454 17.52003
H53 23.18376 20.94224 16.83463
H54 23.43784 26.38924 15.14977
H55 24.93686 26.72180 14.52889
C21 18.65509 17.02270 19.36675
C22 18.77006 15.47568 19.29340
C23 17.36147 14.81634 19.02630
O6 16.52608 14.88700 20.18772
C24 15.35002 14.04112 20.13113
N6 19.72921 15.20508 18.24559
H56 19.58364 17.59280 19.33709
H57 18.07061 17.35008 20.22658
H58 18.14327 17.39140 18.47781
H59 19.18032 14.99966 20.18401
H60 17.49511 13.79474 18.67058
H61 16.79465 15.36240 18.27221
H62 14.68201 14.32982 20.94262
H63 15.60643 12.98192 20.11066
H64 14.73607 14.22686 19.24984
H65 19.33476 15.69944 17.45810
H66 20.60525 15.64076 18.49629
C25 18.43465 9.77099 19.21643
C26 18.52593 10.72076 17.96935
C27 17.10096 11.20914 17.69336
O7 16.93033 12.03702 16.57925
C28 15.54963 12.23034 16.31897
N7 19.40064 11.89096 18.29857
H67 18.04759 10.31446 20.07837
H68 19.39730 9.30261 19.42143
H69 17.79519 8.90727 19.03437
H70 18.89353 10.14956 17.11689
H71 16.72962 11.74264 18.56834
H72 16.54943 10.28211 17.53674
H73 15.15384 11.25054 16.05165
H74 15.38177 12.90972 15.48328
H75 15.01342 12.52058 17.22248
H76 19.13450 12.35952 19.15281
H77 19.35623 12.62750 17.60891
C29 21.04350 19.00278 8.20586
C30 19.95562 20.03628 8.23468
C31 19.19532 19.98722 9.47782
O8 18.47615 18.69976 9.50050
C32 18.06794 18.21902 10.74312
N8 20.62201 21.28422 8.12718
H78 20.82866 17.94206 8.33563
H79 21.75901 19.13592 9.01730
H80 21.64992 19.05534 7.30166
H81 19.23395 19.93120 7.42458
H82 18.43117 20.75838 9.57522
H83 19.70016 20.15172 10.42976
H84 18.94335 17.74936 11.19165
H85 17.35349 17.40834 10.60022
H86 17.51390 18.98520 11.28545
H87 21.25092 21.43928 8.90212
H88 19.93431 21.98332 8.36887
C33 19.49971 12.66986 10.87998
C34 18.76693 11.48958 11.55528
C35 18.34055 11.93416 13.02375
O9 19.38630 12.19478 13.89625
C36 20.03446 10.97632 14.20908
N9 17.55110 11.20166 10.76455
H89 19.93657 12.26298 9.96799
H90 20.30340 13.07000 11.49809
H91 18.79349 13.47856 10.69196
H92 19.41497 10.61524 11.49468
H93 17.71243 11.10472 13.34873
H94 17.59194 12.72392 13.08639
H95 19.36744 10.34097 14.79177
H96 20.82365 11.30322 14.88613
H97 20.46389 10.39696 13.39174
H98 16.98928 10.45528 11.14842
H99 16.90564 11.97630 10.70611
C37 25.62131 19.55648 15.54307
C38 26.14040 19.93827 16.98624
C39 27.36140 19.03398 17.42327
O10 26.87498 17.79810 17.77828
C40 28.01324 16.94224 18.12646
N10 26.47761 21.38612 16.87102
H100 25.19090 18.55934 15.63565
H101 26.51622 19.54644 14.92086
H102 24.88830 20.28562 15.19790
H103 25.27193 19.76636 17.62210
H104 27.81544 19.47568 18.31031
H105 28.18892 19.06168 16.71437
H106 28.44070 16.54968 17.20382
H107 27.58689 16.17229 18.76950
H108 28.73421 17.43364 18.77978
H109 26.42350 21.78648 17.79670
H110 25.64890 21.85360 16.53218
C41 22.76714 10.76960 12.12230
C42 24.03753 11.10856 12.99946
C43 25.17482 10.08362 13.06966
O11 26.28907 10.66636 13.71054
C44 27.28383 9.85714 14.29432
N11 24.55389 12.35780 12.39190
H111 23.06703 10.57916 11.09181
H112 22.03635 11.57828 12.11223
H113 22.26784 9.82642 12.34413
H114 23.74470 11.33660 14.02432
H115 25.43871 9.72604 12.07437
H116 24.72884 9.29904 13.68091
H117 27.54581 9.13744 13.51876
H118 26.87832 9.25133 15.10466
H119 28.11661 10.42590 14.70796
H120 24.74005 12.22688 11.40787
H121 25.45138 12.60292 12.78500
C45 22.85905 12.60476 20.37706
C46 22.33867 13.76346 19.44376
C47 23.32547 15.03844 19.31443
O12 22.61583 16.07522 18.60031
C48 23.43065 17.23090 18.23609
N12 22.14040 13.13518 18.11141
H122 21.93805 12.04252 20.53115
H123 23.19732 12.97612 21.34441
H124 23.70091 12.01392 20.01611
H125 21.39430 14.07628 19.88919
H126 24.31222 14.79840 18.91846
H127 23.51287 15.24130 20.36887
H128 22.80488 18.12156 18.17909
H129 23.83938 17.00152 17.25201
H130 24.25682 17.45960 18.90931
H131 21.67292 13.88956 17.62924
H132 21.41105 12.44610 18.22676
C49 12.94370 18.63372 17.26684
C50 13.65229 18.21272 15.92570
C51 13.21648 16.79958 15.47246
O13 14.03790 16.32941 14.43824
C52 15.42051 15.99502 14.74681
N13 13.34360 19.27100 14.93415
H133 11.85651 18.67109 17.19800
H134 13.29179 19.64197 17.49123
H135 13.10560 17.99429 18.13460
H136 14.68501 18.29000 16.26572
H137 12.19258 16.72094 15.10703
H138 13.19841 16.18134 16.36999
H139 16.09670 16.83288 14.91662
H140 15.96763 15.42118 13.99882
H141 15.50639 15.35084 15.62189
H142 12.36927 19.35574 14.68195
H143 13.82703 19.10592 14.06286
C53 19.10318 20.00522 14.42898
C54 19.35028 18.74170 15.21934
C55 19.21606 17.36861 14.40328
O14 18.78325 16.37293 15.34496
C56 18.90711 15.06454 14.88896
N14 20.44890 18.89242 16.08681
H144 19.25701 20.90762 15.02069
H145 18.18287 20.08763 13.85076
H146 19.81128 20.12046 13.60836
H147 18.51250 18.67120 15.91306
H148 20.15381 17.14476 13.89476
H149 18.44138 17.47910 13.64449
H150 18.90426 14.25640 15.62039
H151 19.82446 14.90116 14.32339
H152 18.07399 14.92292 14.20053
H153 21.34522 18.73941 15.64714
H154 20.31855 18.17412 16.78478
C57 23.18441 15.20826 15.15132
S1 22.77102 16.47304 13.80739
O15 22.71972 17.67125 14.72673
C58 24.46014 16.25712 13.05674
H155 23.19802 14.17856 14.79407
H156 22.54991 15.23952 16.03706
H157 24.20246 15.33370 15.52000
H158 24.51712 15.22784 12.70253
H159 25.25928 16.50520 13.75525
H160 24.62368 16.91602 12.20397
C59 18.71229 24.40460 20.74410
S2 20.28055 24.07188 19.77611
O16 20.33559 22.55300 19.43103
C60 19.92796 24.96378 18.21663
H161 18.75689 23.83264 21.67092
H162 17.79715 24.11682 20.22660
H163 18.71663 25.46558 20.99388
H164 19.14059 24.40440 17.71142
H165 20.70014 24.97996 17.44749
H166 19.72166 26.02072 18.38519
C61 23.62050 22.22370 12.27602
S3 21.96667 21.51506 12.02924
O17 21.56388 22.05648 10.68161
C62 22.47594 19.70325 11.88273
H167 24.39661 21.67652 11.74090
H168 23.79757 22.19700 13.35121
H169 23.73615 23.27218 12.00141
H170 22.97250 19.58582 10.91953
H171 21.59023 19.07060 11.94077
H172 23.29554 19.45172 12.55584

***

2.
The following is a quantum chemistry calculation of a molecular structure, C5H8N, from OMol25.

As for the highest occupied orbital energy: -15.04 eV. Its energy above the lowest of the compared OMol25 structures with the same formula, charge and spin is 3.7271 eV. For the energy, the calculation gives -249.688176 hartree. For the HOMO-LUMO gap, the calculation gives 0.426 Ha. Its total charge is +1.

CARTESIAN COORDINATES (ANGSTROEM)
C1 1.06191 0.70461 -1.45269
C2 0.95968 0.91564 -0.10896
C3 0.10318 -0.41280 -1.38910
C4 -0.24345 -0.83403 1.37533
C5 -1.18728 0.22091 0.95057
N1 -0.04014 -0.12384 0.17850
H1 1.75520 1.02570 -2.14852
H2 1.46678 1.35328 0.79264
H3 -0.87733 -0.20115 -1.79294
H4 0.53341 -1.34327 -1.66010
H5 0.45334 -0.68083 2.14982
H6 -0.65237 -1.73301 1.27908
H7 -2.13169 -0.17895 0.63020
H8 -1.20123 1.28774 1.19615

***

3.
The following is a quantum chemistry calculation of a single C5H6N4O2 molecule, from OMol25.

As for the highest occupied orbital energy: -8.88 eV. Its energy above the lowest of the compared OMol25 structures with the same formula, charge and spin is 3.6977 eV. For the energy, the calculation gives -563.525835 hartree. For the HOMO-LUMO gap, the calculation gives 0.352 Ha.

CARTESIAN COORDINATES (ANGSTROEM)
O1 -1.87935 -1.11957 -1.17550
C1 -1.27693 -0.58153 -0.06080
O2 -1.79338 -1.19920 1.02263
C2 -1.74539 0.93039 0.10729
N1 -0.97197 1.97731 0.12733
N2 0.38352 1.93857 0.08867
N3 0.91792 0.60028 0.05475
C3 2.26985 0.34397 -0.03037
C4 2.37327 -1.03312 -0.05230
N4 1.11247 -1.60954 -0.16444
C5 0.24831 -0.67190 -0.15462
H1 -1.99620 -0.45046 -1.93570
H2 -1.75905 -2.17507 0.85902
H3 -2.78235 1.01976 0.33792
H4 0.71521 2.51312 0.74246
H5 2.95738 1.11238 0.27189
H6 3.22671 -1.59538 -0.03823